1.
Molecular formula: C5H8OS
Method: DFT, the ωB97M-V functional and the def2-TZVPD basis

```
15
Properties=species:S:1:pos:R:3:forces:R:3
S 1.880 0.300 -0.542 0.162 0.162 -0.108
O -1.379 -1.115 0.521 -0.186 0.938 -0.370
C -1.030 -1.012 -0.882 1.034 -0.566 1.592
C -0.942 0.187 0.031 -0.315 -1.725 -1.563
C -2.027 1.258 -0.021 1.739 0.280 0.205
C 0.445 0.582 0.515 -0.849 -0.155 0.096
C 1.287 -0.549 0.935 0.904 0.444 0.675
H -2.078 1.596 1.014 -0.618 0.255 -0.025
H -1.852 -1.176 -1.534 -0.741 0.321 -0.545
H 1.898 -0.416 1.833 -0.190 -0.092 -0.382
H -1.649 2.107 -0.625 -0.246 -0.372 0.247
H 0.490 1.486 1.114 -0.018 -0.048 -0.082
H 0.887 -1.531 0.795 -0.110 -0.337 -0.033
H -2.978 0.931 -0.420 -0.061 -0.263 0.133
H -0.168 -1.684 -1.134 -0.507 1.156 0.160
```
Forces are in eV/Å.

Computed properties:
SMILES string: C[C@]1([C@H]2CS2)CO1
M in g/mol: 116.2
Total charge: 0
Electronic energy in hartree: -668.67236
Energy relative to the best compared isomer or geometry (same formula, charge and spin) in kcal per mole: 41.5
Kohn-Sham gap in eV: 9.69

2.
Molecular formula: C5H8OS
Method: DFT, the ωB97M-V functional and the def2-TZVPD basis

```
15
Properties=species:S:1:pos:R:3:forces:R:3
S -1.500 0.665 1.096 0.616 2.011 2.777
O -0.185 -1.860 0.342 -2.792 3.068 1.437
C 0.778 -0.707 0.429 -2.865 -1.631 -2.052
C -0.086 0.929 -1.331 -0.134 -1.587 0.580
C 1.643 -0.694 -0.766 2.230 -0.096 -2.443
C 0.120 0.647 0.186 -0.413 0.676 2.194
C 1.309 0.264 -1.727 1.065 -2.966 -0.943
H -1.356 -1.377 0.793 4.900 -1.308 -1.437
H -0.217 2.054 -1.481 0.047 -1.807 -0.206
H 1.295 -0.774 1.344 0.544 0.055 1.206
H 0.914 1.295 0.638 -1.246 0.329 -0.436
H 1.954 0.199 -2.799 -2.238 0.747 3.063
H -1.065 0.220 -1.630 2.680 2.168 0.169
H 2.555 -1.462 -0.806 -2.080 1.978 -0.292
H -1.188 1.455 2.928 -0.314 -1.636 -3.617
```
Forces are in eV/Å.

Computed properties:
M in g/mol: 116.2
Total charge: 0
Electronic energy in hartree: -668.50417
Energy relative to the best compared isomer or geometry (same formula, charge and spin) in kcal per mole: 147.1
Kohn-Sham gap in eV: 8.01

3.
Molecular formula: C5H8P2
Method: DFT, the ωB97M-V functional and the def2-TZVPD basis

```
15
Properties=species:S:1:pos:R:3:forces:R:3
P -0.133 -0.999 1.349 -0.969 -1.064 -0.415
P -2.483 0.558 0.302 -1.348 1.329 -1.427
C -0.793 0.551 0.722 1.718 -0.104 0.911
C 1.408 1.621 0.999 -1.541 -1.801 0.313
C 0.190 -1.810 -0.331 -0.052 0.395 1.032
C 1.936 0.439 1.269 0.463 0.862 -1.301
C -0.048 1.659 0.642 0.535 0.694 -0.773
H -0.565 2.542 0.208 0.855 -0.281 0.506
H -0.120 -1.211 -1.183 0.107 0.123 0.051
H 1.991 2.463 1.209 0.473 1.707 0.249
H -2.957 0.123 1.502 -0.545 -0.642 1.022
H 2.826 -0.136 1.315 0.443 -0.159 0.339
H -0.323 -2.757 -0.362 -0.242 -0.423 0.005
H -2.463 -0.675 -0.326 -0.322 -0.679 -0.225
H 1.249 -2.029 -0.353 0.426 0.042 -0.289
```
Forces are in eV/Å.

Computed properties:
M in g/mol: 130.1
Multiplicity: 3
Total charge: 0
Electronic energy in hartree: -877.79312
Energy relative to the best compared isomer or geometry (same formula, charge and spin) in kcal per mole: 28.8
Kohn-Sham gap (spin up / spin down) in eV: 6.27 / 7.13

4.
Molecular formula: C5H8S
Method: DFT, the ωB97M-V functional and the def2-TZVPD basis

```
14
Properties=species:S:1:pos:R:3:forces:R:3
S -0.428 1.190 2.824 0.135 -0.162 -0.331
C -1.218 -0.509 -1.964 -0.032 -0.005 -0.028
C -0.293 -0.264 -0.829 -0.030 0.146 0.357
C 1.651 0.195 1.383 0.177 -0.030 0.021
C -0.666 0.270 0.342 -0.314 -0.262 -0.843
C 0.197 0.525 1.460 0.049 0.443 1.143
H 1.789 -0.869 1.190 0.033 -0.066 -0.068
H -1.229 -1.571 -2.213 -0.042 -0.046 -0.069
H 2.122 0.750 0.572 0.045 -0.013 -0.088
H -2.230 -0.189 -1.728 -0.069 0.003 -0.026
H 0.737 -0.549 -1.000 0.178 0.004 0.106
H -1.702 0.546 0.492 -0.082 0.008 -0.029
H 2.142 0.452 2.318 -0.015 -0.020 -0.058
H -0.871 0.025 -2.849 -0.035 0.001 -0.085
```
Forces are in eV/Å.

Computed properties:
SMILES string: C/C=C/C(C)=S
M in g/mol: 100.2
Total charge: 0
Electronic energy in hartree: -593.46888
Energy relative to the best compared isomer or geometry (same formula, charge and spin) in kcal per mole: 12.1
Kohn-Sham gap in eV: 8.01

5.
Molecular formula: C5H8S
Method: DFT, the ωB97M-V functional and the def2-TZVPD basis

```
14
Properties=species:S:1:pos:R:3:forces:R:3
S -2.187 -0.817 -0.232 -1.340 -0.752 -0.703
C 1.255 0.998 -0.245 -0.230 -0.364 0.060
C -0.860 0.083 0.482 0.752 -0.706 2.010
C 1.116 -1.498 -0.042 1.724 1.986 -1.167
C 0.508 -0.093 0.002 2.046 0.520 -0.692
C -1.864 0.949 -0.111 -0.524 0.968 -0.084
H 2.226 -1.425 -0.315 -1.421 -0.058 0.919
H 2.281 0.947 -0.589 0.025 -0.286 0.119
H 0.929 -2.000 0.867 0.114 -0.620 1.157
H -0.918 -0.058 1.582 0.063 0.510 -0.590
H 0.739 -2.098 -0.826 -0.954 -0.576 -0.880
H -1.713 1.422 -1.073 0.406 -0.067 0.089
H -2.424 1.573 0.579 -0.323 -0.308 -0.072
H 0.911 2.017 -0.080 -0.340 -0.246 -0.166
```
Forces are in eV/Å.

Computed properties:
SMILES string: C=C(C)[C@H]1CS1
M in g/mol: 100.2
Total charge: 0
Electronic energy in hartree: -593.44607
Energy relative to the best compared isomer or geometry (same formula, charge and spin) in kcal per mole: 26.5
Kohn-Sham gap in eV: 9.74

6.
Molecular formula: C5H8S
Method: DFT, the ωB97M-V functional and the def2-TZVPD basis

```
14
Properties=species:S:1:pos:R:3:forces:R:3
S 1.081 1.002 -0.090 -0.656 -2.425 0.382
C -2.913 0.758 0.357 -0.157 2.340 -0.893
C -1.857 0.861 -0.418 -3.852 0.935 1.691
C 2.775 0.148 0.183 -1.923 2.830 -1.276
C -0.084 -0.359 -0.192 4.350 -1.253 -0.566
C -0.007 -1.672 -0.242 1.567 -0.175 1.334
H -3.039 0.156 1.249 0.021 -0.386 -0.218
H -3.681 1.604 0.196 0.567 -1.369 0.386
H -1.511 1.579 -1.107 0.295 0.490 -0.972
H 2.950 0.043 1.229 0.277 -0.582 0.342
H 0.939 -2.218 0.144 -1.373 0.742 -0.310
H 2.935 -0.584 -0.564 -0.020 -1.359 -0.029
H -0.819 -2.342 -0.483 -0.221 0.090 -0.417
H 3.232 1.026 -0.261 1.125 0.120 0.547
```
Forces are in eV/Å.

Computed properties:
M in g/mol: 100.2
Multiplicity: 3
Total charge: 0
Electronic energy in hartree: -593.18474
Energy relative to the best compared isomer or geometry (same formula, charge and spin) in kcal per mole: 132.2
Kohn-Sham gap (spin up / spin down) in eV: 6.32 / 6.55

7.
Molecular formula: C5H8S2
Method: DFT, the ωB97M-V functional and the def2-TZVPD basis

```
15
Properties=species:S:1:pos:R:3:forces:R:3
S -0.866 1.748 -0.015 -0.453 1.091 -0.120
S 2.364 -0.911 0.239 0.971 -0.652 0.474
C 2.296 1.739 -0.204 -1.274 -0.597 -0.735
C 1.605 0.462 -0.032 -2.286 -0.742 -1.339
C -1.850 -1.182 0.409 -0.591 -1.626 0.056
C -0.016 0.433 -0.274 2.289 -0.469 1.003
C -0.571 -0.933 -0.380 0.716 -1.820 -0.387
H 1.811 2.236 -1.010 -0.293 0.792 -0.679
H 2.098 2.276 0.666 -0.036 1.394 1.524
H -1.769 -0.722 1.389 -0.092 -0.113 0.172
H 3.313 1.614 -0.405 1.557 -0.173 -0.031
H -2.043 -2.289 0.511 0.770 0.879 0.240
H -2.812 -0.921 -0.013 0.093 0.941 -0.484
H -0.679 -1.296 -1.469 0.399 0.613 1.539
H 0.286 -1.541 0.129 -1.770 0.481 -1.233
```
Forces are in eV/Å.

Computed properties:
SMILES string: CCC(=S)C(C)=S
M in g/mol: 132.3
Total charge: 0
Electronic energy in hartree: -991.61947
Energy relative to the best compared isomer or geometry (same formula, charge and spin) in kcal per mole: 41.9
Kohn-Sham gap in eV: 7.14

8.
Molecular formula: C5H8S2
Method: DFT, the ωB97M-V functional and the def2-TZVPD basis

```
15
Properties=species:S:1:pos:R:3:forces:R:3
S 0.027 -1.435 -0.477 0.223 -0.158 -0.113
S 0.774 0.175 2.168 -0.152 0.971 -0.704
C 0.824 0.200 -0.847 0.303 -0.136 1.296
C 0.169 0.736 0.478 -1.358 0.325 -0.260
C -1.124 -0.058 0.001 0.792 -0.509 0.147
C -1.465 0.467 -1.395 0.318 1.390 0.075
C -0.035 0.904 -1.887 -0.706 -0.285 0.391
H -2.217 1.271 -1.402 0.317 -0.050 0.085
H 0.176 1.969 -1.835 -0.243 0.186 0.022
H 0.755 1.392 2.847 -0.074 -0.885 -0.938
H 0.071 0.594 -2.909 0.520 -0.291 -0.433
H 1.903 0.222 -0.934 0.080 -0.021 -0.131
H -1.796 -0.305 -2.076 -0.332 -0.266 0.228
H -1.918 -0.300 0.699 0.001 0.069 0.010
H -0.002 1.828 0.457 0.310 -0.340 0.326
```
Forces are in eV/Å.

Computed properties:
M in g/mol: 132.3
Total charge: 0
Electronic energy in hartree: -991.64160
Energy relative to the best compared isomer or geometry (same formula, charge and spin) in kcal per mole: 28.0
Kohn-Sham gap in eV: 9.40

9.
Molecular formula: C5H8S2
Method: DFT, the ωB97M-V functional and the def2-TZVPD basis

```
15
Properties=species:S:1:pos:R:3:forces:R:3
S 2.131 -0.041 -0.579 -3.538 -1.096 0.087
S -0.714 -1.107 -1.409 1.149 1.255 0.246
C 1.099 -1.253 0.482 0.746 1.153 2.228
C 0.411 0.393 -1.416 -1.791 -0.876 4.709
C -0.417 -0.952 0.451 1.141 -2.424 -1.465
C -0.831 0.470 0.714 -1.259 1.092 2.882
C -0.399 1.450 -0.520 -0.696 -1.435 2.308
H 1.176 -2.339 0.242 0.740 0.988 0.149
H -0.722 0.801 1.851 1.228 -0.334 -2.261
H 0.270 2.253 -0.149 -0.323 -0.510 -0.314
H -0.830 -1.945 0.953 0.006 2.672 -0.676
H -1.427 1.927 -0.812 2.224 -1.071 -0.523
H 1.438 -0.951 1.542 -0.270 -1.147 -1.369
H -1.913 0.430 0.864 -0.320 0.089 -1.059
H 0.728 0.865 -2.212 0.964 1.641 -4.942
```
Forces are in eV/Å.

Computed properties:
SMILES string: C1C[C@H]2SC[C@@H]1S2
M in g/mol: 132.3
Total charge: 0
Electronic energy in hartree: -991.60614
Energy relative to the best compared isomer or geometry (same formula, charge and spin) in kcal per mole: 50.3
Kohn-Sham gap in eV: 9.41

10.
Molecular formula: C5H8S2
Method: DFT, the ωB97M-V functional and the def2-TZVPD basis

```
15
Properties=species:S:1:pos:R:3:forces:R:3
S -1.682 2.972 0.183 3.181 -0.451 0.569
S -3.249 0.755 -0.868 -0.962 -0.487 -0.630
C 0.299 -1.913 -0.015 1.717 -1.038 -0.912
C -1.843 1.332 -0.382 1.928 -0.965 0.940
C -0.515 0.455 -0.200 -2.852 1.055 1.517
C 0.725 1.353 -0.064 0.472 -2.541 3.724
C -0.755 -0.872 -0.027 1.255 0.869 -2.499
H 1.642 0.796 0.184 -0.303 -0.373 -0.716
H 0.097 -2.413 0.891 -0.083 -1.510 0.980
H 0.828 2.102 0.786 -1.227 -0.565 -1.216
H 1.360 -1.639 0.083 -0.436 0.700 -0.063
H -1.718 -1.370 -0.227 0.096 1.134 0.400
H 0.762 1.730 -0.996 0.917 2.115 -2.956
H 0.352 -2.675 -0.896 -0.861 1.374 1.451
H -2.864 3.318 -0.037 -2.841 0.684 -0.588
```
Forces are in eV/Å.

Computed properties:
SMILES string: C/C=C(\C)C(=S)S
M in g/mol: 132.3
Total charge: 0
Electronic energy in hartree: -991.60867
Energy relative to the best compared isomer or geometry (same formula, charge and spin) in kcal per mole: 48.7
Kohn-Sham gap in eV: 8.21

- M of number 3 (C5H8P2)?
  130.1 g/mol

- Which of these has the highest electronic energy?
  number 6

- energy relative to the best compared isomer or geometry (same formula, charge and spin) of number 3 (C5H8P2)?
  28.8 kcal per mole

- Which formula does entry 4 have?
  C5H8S